Here is C8H13IrNP as an isolated structure at a distorted geometry from the Open Molecules 2025 dataset. Energies are from wB97M-V/def2-TZVPD.

Properties
2S+1 = 5
LUMO energy (alpha / beta) = 0.71 / -1.55 eV
orbital gap (alpha / beta) = 4.661 / 6.185 eV
molar mass = 346.4 g/mol
energy above the lowest of the compared OMol25 structures with the same formula, charge and spin = 13.83 kcal/mol

The geometry in XYZ format:
```
24
Properties=species:S:1:pos:R:3:lowdin_spin:R:1
C -0.615 0.560 -2.675 0.427
C -1.240 1.691 -3.314 0.117
C -0.271 2.725 -3.319 0.177
C 1.019 2.183 -3.059 0.301
C 0.803 0.861 -2.527 0.020
Ir -0.159 -1.280 -0.165 1.782
P 0.156 -2.972 -1.394 0.260
H -1.134 -0.327 -2.343 0.078
H -2.231 1.733 -3.775 0.001
H -0.418 3.735 -3.702 0.007
H 1.543 0.181 -2.106 0.006
H 1.982 2.673 -3.213 0.015
H 1.413 -3.071 -2.049 0.032
H -0.934 -3.350 -2.278 0.049
H 0.181 -4.114 -0.529 0.012
C 0.616 0.360 4.697 0.013
C -0.569 -0.461 4.119 0.073
C -0.570 -0.504 2.669 0.371
N -0.396 -0.780 1.543 0.223
H 1.551 -0.164 4.482 0.000
H 0.608 0.458 5.786 0.002
H 0.712 1.360 4.248 0.001
H -0.529 -1.502 4.499 0.012
H -1.519 0.006 4.404 0.021
```

Here is C8H9AuF6N4SSb as an isolated structure at a distorted geometry from the Open Molecules 2025 dataset. Energies are from wB97M-V/def2-TZVPD.

Properties
2S+1 = 4
LUMO energy (alpha / beta) = -9.28 / -11.37 eV
net charge = +2
orbital gap (alpha / beta) = 7.719 / 6.625 eV
molar mass = 626.0 g/mol

The geometry in XYZ format:
```
30
Properties=species:S:1:pos:R:3:lowdin_spin:R:1
Au 0.596 -1.326 1.290 0.564
C -1.479 2.465 0.455 0.020
C -1.075 1.108 0.797 0.129
N 0.054 0.753 1.407 0.314
N 0.927 1.635 1.714 0.338
C 2.124 1.056 2.060 0.141
N 3.149 1.809 2.200 0.274
S 2.604 -0.601 2.045 0.628
C -1.754 -0.023 0.325 -0.008
C -2.918 0.154 -0.608 0.108
C -3.464 -1.081 -1.097 -0.010
C -2.874 -2.299 -0.826 0.070
C -1.681 -2.405 -0.148 0.043
N -1.250 -1.300 0.551 0.104
H -1.014 2.683 -0.613 0.011
H -1.028 3.216 1.108 0.002
H -2.550 2.559 0.201 0.003
H 3.008 2.778 1.944 0.005
H 4.141 1.475 2.109 0.005
H -3.150 1.159 -0.877 0.006
H -4.364 -1.096 -1.653 -0.002
H -3.313 -3.058 -1.299 0.004
H -1.282 -3.422 -0.092 0.005
F 1.400 -2.257 -0.731 0.045
Sb 2.382 -0.891 -1.753 0.005
F 3.413 -0.758 -0.045 0.181
F 3.586 -2.199 -2.225 0.008
F 3.430 0.462 -2.280 0.004
F 1.167 -1.015 -3.104 0.001
F 1.214 0.420 -0.855 0.004
```

Here is an isolated ion of composition C5H12NO2 and charge +2 at a distorted geometry from the Open Molecules 2025 dataset. Energies are from wB97M-V/def2-TZVPD.

Properties
2S+1 = 2
LUMO energy (alpha / beta) = -10.04 / -13.39 eV
net charge = +2
orbital gap (alpha / beta) = 8.333 / 4.971 eV
molar mass = 118.2 g/mol
energy above the lowest of the compared OMol25 structures with the same formula, charge and spin = 51.24 kcal/mol

The geometry in XYZ format:
```
20
Properties=species:S:1:pos:R:3:lowdin_spin:R:1
C -1.343 -1.344 -0.557 0.003
O -1.578 -1.345 -1.902 0.000
C -0.367 -0.099 -0.446 0.020
C 0.676 -0.329 0.844 0.009
C 1.276 0.985 1.432 0.080
C 0.123 1.838 1.955 0.108
O -0.955 2.129 1.432 0.684
N 0.634 -0.125 -1.682 0.004
H -2.144 -1.243 0.174 0.000
H -0.716 -2.313 -0.304 0.001
H -2.658 -1.447 -2.171 0.000
H -0.946 0.993 -0.595 0.009
H 1.338 -1.012 0.278 0.007
H 0.168 -0.914 1.462 0.000
H 1.976 0.845 2.312 0.000
H 1.835 1.476 0.632 0.001
H 0.359 2.343 2.934 0.075
H 1.528 -0.144 -1.331 0.000
H 0.361 -0.976 -2.167 0.000
H 0.432 0.683 -2.301 0.000
```

Here is an isolated ion of composition C4H10N3 and charge +1 at a distorted geometry from the Open Molecules 2025 dataset. Energies are from wB97M-V/def2-TZVPD.

Properties
LUMO energy = -3.79 eV
net charge = +1
orbital gap = 8.908 eV
SMILES = C/C(N)=C/NC=[NH2+]
molar mass = 100.1 g/mol
energy above the lowest of the compared OMol25 structures with the same formula, charge and spin = 55.40 kcal/mol

The geometry in XYZ format:
```
17
Properties=species:S:1:pos:R:3:mulliken_charge:R:1
C -0.544 0.537 2.213 -1.160
C -0.045 0.234 0.850 0.825
N -0.445 -1.004 0.352 -0.327
C 0.745 1.028 0.097 -0.581
N 1.270 0.518 -1.099 -0.035
C 0.562 -0.408 -1.699 -0.194
N -0.748 -0.309 -1.922 -0.316
H 0.365 0.433 2.974 0.257
H -1.327 -0.231 2.475 0.330
H -1.007 1.552 2.332 0.341
H 0.090 -1.513 -0.266 0.153
H -0.973 -1.627 0.844 0.197
H 1.193 2.001 0.621 0.308
H 2.225 0.516 -1.265 0.254
H 1.058 -1.240 -2.299 0.376
H -1.141 -1.027 -2.594 0.288
H -1.279 0.541 -1.614 0.286
```

Here is a 2-piece molecular cluster, C2H3N4 overall at a distorted geometry from the Open Molecules 2025 dataset. Energies are from wB97M-V/def2-TZVPD.

Properties
LUMO energy = -7.58 eV
net charge = +1
orbital gap = 7.404 eV
molar mass = 83.1 g/mol
energy above the lowest of the compared OMol25 structures with the same formula, charge and spin = 52.64 kcal/mol

The geometry in XYZ format:
```
9
Properties=species:S:1:pos:R:3:mulliken_charge:R:1
C 1.190 0.241 -2.402 0.468
C -0.880 0.158 0.648 0.181
N 1.953 0.063 -3.295 -0.182
N 0.650 0.646 -1.307 -0.208
N -0.156 0.189 -0.483 0.148
N -0.334 -0.485 1.671 -0.232
H -2.278 0.636 1.011 0.402
H -0.655 -0.554 2.595 0.223
H 0.509 -0.894 1.563 0.199
```

Here is a 3-piece molecular cluster, C26H59IN11O4P2 overall at a distorted geometry from the Open Molecules 2025 dataset. Energies are from wB97M-V/def2-TZVPD.

Properties
LUMO energy = -4.81 eV
net charge = +1
orbital gap = 3.725 eV
molar mass = 778.7 g/mol

The geometry in XYZ format:
```
103
Properties=species:S:1:pos:R:3:mulliken_charge:R:1
C 0.062 2.415 -5.828 -0.652
C 0.744 1.726 -4.698 0.185
C 2.196 0.967 -4.746 0.326
O 3.191 1.527 -4.012 -0.451
O 2.542 -0.224 -5.537 -0.350
C 1.816 -1.424 -5.092 -0.358
C 2.294 -1.964 -3.583 -0.617
C 1.151 -1.427 -2.536 0.158
C 1.143 -2.170 -1.075 -0.648
C 0.553 -1.183 0.133 -0.555
C -1.082 -1.203 0.258 -0.209
N -1.822 -0.631 -0.934 0.343
C -3.147 -0.192 -0.821 0.182
N -4.000 -0.177 0.452 -0.361
C -5.299 0.416 -0.117 -0.040
N -5.169 0.677 -1.607 -0.652
I -6.817 1.435 -2.586 0.344
N -3.895 0.340 -2.038 0.790
C -3.490 0.478 -3.489 0.043
C -4.130 -0.780 -4.384 0.640
C -5.435 -0.576 -5.402 -1.065
N -3.560 -2.056 -4.305 -0.579
H -1.035 2.853 -5.653 0.182
H 0.547 2.623 -6.878 0.264
H 0.198 1.773 -3.645 0.179
H 0.657 -1.143 -5.081 0.204
H 1.891 -2.334 -5.861 0.307
H 2.261 -3.135 -3.613 0.333
H 3.388 -1.622 -3.333 0.316
H 1.242 -0.273 -2.359 -0.041
H 0.099 -1.667 -3.040 0.054
H 2.218 -2.537 -0.716 0.329
H 0.497 -3.170 -1.159 0.260
H 0.969 -1.662 1.144 0.250
H 1.018 -0.095 0.098 0.253
H -1.453 -2.286 0.526 -0.231
H -1.371 -0.525 1.196 0.348
H -1.412 -0.520 -1.910 -0.098
H -6.291 0.659 0.489 0.343
H -3.835 1.474 -4.007 0.431
H -2.313 0.416 -3.667 -0.479
H -6.461 -0.873 -4.888 0.259
H -5.573 0.563 -5.729 0.271
H -5.354 -1.280 -6.358 0.371
H -4.084 -2.698 -4.945 0.269
O -0.734 -3.479 3.064 -0.756
P -1.510 -3.918 4.330 0.678
N -0.376 -5.079 4.749 0.364
C -0.312 -6.491 4.479 -1.113
C 0.888 -4.600 5.296 -1.149
N -2.886 -4.435 3.466 0.205
C -2.996 -5.726 2.807 -1.144
C -3.374 -3.417 2.514 -1.147
N -2.403 -4.423 5.785 0.029
C -2.226 -3.471 6.880 -1.037
C -2.662 -5.746 6.314 -0.835
H -0.084 -7.044 5.398 0.383
H 0.469 -6.735 3.741 0.308
H -1.233 -6.924 4.103 0.328
H 0.861 -4.625 6.389 0.283
H 1.087 -3.565 4.991 0.313
H 1.746 -5.192 4.957 0.377
H -2.113 -5.961 2.205 0.351
H -3.872 -5.780 2.143 0.409
H -3.173 -6.524 3.528 0.276
H -2.811 -3.435 1.576 0.427
H -3.296 -2.414 2.947 0.311
H -4.436 -3.577 2.284 0.476
H -1.282 -3.641 7.406 0.313
H -3.049 -3.525 7.600 0.344
H -2.215 -2.444 6.494 0.347
H -1.833 -6.116 6.926 0.300
H -2.883 -6.486 5.548 0.202
H -3.555 -5.724 6.951 0.306
O 3.018 3.772 1.258 -0.768
P 3.030 5.153 0.558 0.726
N 3.282 4.495 -0.963 0.284
C 4.487 4.267 -1.716 -1.057
C 2.147 3.826 -1.589 -1.149
N 4.395 5.718 1.409 0.188
C 5.768 5.394 1.054 -1.067
C 4.268 5.538 2.868 -1.044
N 3.045 6.740 -0.247 0.100
C 1.693 7.273 -0.408 -1.031
C 3.909 7.256 -1.289 -0.828
H 4.370 4.639 -2.742 0.362
H 4.740 3.197 -1.777 0.267
H 5.367 4.768 -1.327 0.330
H 1.634 4.510 -2.271 0.281
H 1.419 3.492 -0.840 0.377
H 2.443 2.933 -2.153 0.269
H 5.906 4.325 0.868 0.350
H 6.479 5.687 1.841 0.386
H 6.097 5.965 0.186 0.240
H 4.530 4.521 3.177 0.335
H 3.245 5.747 3.197 0.321
H 4.919 6.241 3.406 0.357
H 1.197 6.840 -1.282 0.299
H 1.696 8.363 -0.506 0.345
H 1.084 7.040 0.474 0.340
H 3.569 6.964 -2.289 0.284
H 4.950 6.959 -1.178 0.188
H 3.921 8.352 -1.254 0.315
```